The following is a quantum chemistry calculation of a cluster of 8 separate species, C11H30Cl2F9N4O7S in total at a distorted geometry, from the Open Molecules 2025 dataset.

Calculated total energy   -3399.25628 Eh
Maximum force   1.82 eV/Å
Charge   +3
Multiplicity   1
Frontier orbital gap   5.7080 eV
Energy relative to the best compared isomer or geometry (same formula, charge and spin)   0.0 kcal/mol

CARTESIAN COORDINATES (ANGSTROEM)
N1 -2.6277 3.9553 -2.1687
H1 -1.7148 3.4741 -2.0009
H2 -2.9346 3.7020 -3.1104
H3 -2.6322 4.9750 -2.0917
H4 -3.3128 3.5394 -1.5394
N2 -3.3727 -0.3175 -2.8022
H5 -3.8260 0.2056 -2.0526
H6 -3.2606 -1.2774 -2.4670
H7 -2.3957 0.0638 -3.0223
H8 -4.0593 -0.3621 -3.5614
N3 -1.9277 -0.7254 1.2627
H9 -2.1681 -1.5823 0.7741
H10 -2.7036 -0.0686 1.2091
H11 -1.0900 -0.2982 0.8337
H12 -1.7694 -0.8878 2.2756
N4 -0.8884 -1.9501 -5.2933
H13 -0.3905 -2.2266 -6.1451
H14 -1.7543 -2.4800 -5.1813
H15 -1.0675 -0.9440 -5.2718
H16 -0.3528 -2.1575 -4.4430
C1 1.7604 0.8112 -2.5188
F1 2.4843 1.1792 -1.4944
F2 1.9673 1.6248 -3.5436
F3 2.0773 -0.4229 -2.9153
S1 -0.0447 0.8502 -2.0145
O1 -0.7276 0.0780 -3.0994
O2 -0.0285 0.2237 -0.6964
O3 -0.4231 2.2592 -1.9432
C2 1.3137 -2.1580 1.6006
C3 0.3951 -3.2894 2.0305
O4 0.4588 -3.3544 3.4564
C4 -0.2089 -2.5598 4.2609
O5 -0.9136 -1.6431 3.9144
C5 0.3012 -2.7426 5.7090
F4 1.1804 -1.7690 5.9561
F5 -0.7099 -2.6072 6.5496
F6 0.9140 -3.8921 5.8991
H17 0.8699 -1.2010 1.8693
H18 1.5015 -2.2498 0.5266
H19 2.3080 -2.2164 2.0399
H20 0.7367 -4.2618 1.6845
H21 -0.6156 -3.1599 1.6287
C6 -1.5764 4.9551 2.2617
C7 -1.4881 3.9656 1.1063
O6 -0.1189 3.5301 1.0855
C8 0.1790 2.3819 1.6463
O7 -0.5937 1.6619 2.2308
C9 1.6875 2.0573 1.6704
F7 2.1489 2.3282 2.8866
F8 1.8817 0.7616 1.4176
F9 2.3902 2.7747 0.7992
H22 -1.0252 5.8805 2.1081
H23 -1.2173 4.4103 3.1339
H24 -2.5897 5.3213 2.4421
H25 -1.6364 4.5516 0.1958
H26 -2.2173 3.1631 1.2062
Cl1 6.2162 -2.2809 -0.5561
C10 4.5386 -2.0267 -1.0126
C11 3.7846 -3.3205 -1.2622
Cl2 3.8799 -4.3762 0.1685
H27 4.4725 -1.3264 -1.8467
H28 3.9819 -1.4999 -0.2309
H29 4.2222 -3.9037 -2.0704
H30 2.7318 -3.1452 -1.4843

Atom charges from the Mulliken analysis, given in e for atoms 1 to 2: number 1, N, carries -0.25; number 2, H, carries 0.37

=====

The following is a quantum chemistry calculation of a structure of composition C3H8O2Pb at a distorted geometry, from the Open Molecules 2025 dataset.

Calculated total energy   -462.02829 Eh
Maximum force   3.12 eV/Å
Charge   +1
Multiplicity   2
Frontier orbital gap (alpha / beta)   5.6293 / 9.6822 eV

CARTESIAN COORDINATES (ANGSTROEM)
H1 -2.8292 0.3471 0.5019
O1 -1.8689 0.3051 -0.8270
C1 -0.8522 1.2850 -0.6959
C2 0.4705 0.7226 -1.1838
O2 0.2373 0.1312 -2.4702
C3 1.4214 -0.2789 -3.1496
Pb1 -1.7048 -0.7043 -2.5723
H2 -0.7441 1.5722 0.3604
H3 -1.1081 2.1978 -1.2555
H4 0.8526 -0.0570 -0.5067
H5 1.2209 1.5196 -1.2814
H6 1.1160 -0.7461 -4.0913
H7 2.0477 0.5992 -3.3543
H8 1.9758 -1.0015 -2.5350

Atom charges from the Mulliken analysis, given in e for atoms 1 to 2: number 1, H, carries 0.02; number 2, O, carries -0.52

=====

The following is a quantum chemistry calculation of a structure of composition C33H41Br40F3N3O5S at a distorted geometry, from the Open Molecules 2025 dataset.

Calculated total energy   -105480.42591 Eh
Maximum force   1.89 eV/Å
Charge   +1
Multiplicity   1
Frontier orbital gap   7.5995 eV

CARTESIAN COORDINATES (ANGSTROEM)
C1 4.7260 1.2498 1.4086
C2 3.2741 0.9556 1.0251
O1 2.3693 1.4406 1.6448
O2 2.9468 0.1763 -0.0493
C3 3.8655 -0.9131 -0.2916
C4 3.0181 -2.1004 -0.8257
C5 1.9891 -1.5983 -1.8932
C6 0.5463 -1.4241 -1.3257
C7 -0.5270 -2.0433 -2.2731
C8 -1.6312 -1.0566 -2.7332
C9 -2.7043 -0.6966 -1.6463
C10 -2.5345 -1.3939 -0.2709
C11 -3.8716 -1.3020 0.5738
C12 -4.4398 -2.7143 0.8587
S1 -3.5866 -3.4428 2.3011
C13 -2.8660 0.8145 -1.3653
N1 -3.6472 1.5228 -2.3952
C14 -4.8399 1.5821 -2.0932
O3 -5.9000 1.8188 -1.6996
N2 -1.5119 1.4393 -1.2763
N3 -1.7074 2.8467 -0.8928
C15 -1.3768 3.0699 0.3058
O4 -0.9662 3.4536 1.2965
C16 -0.7878 1.4729 -2.5790
C17 0.6761 1.9670 -2.3460
C18 1.1673 2.8471 -3.4996
O5 0.4799 3.5264 -4.1713
Br1 3.1009 2.8786 -3.8325
C19 -0.8981 0.1670 -3.4194
C20 -1.4868 0.4199 -4.8274
F1 -2.8077 0.4097 -4.8746
F2 -1.0909 -0.6231 -5.5859
F3 -0.9890 1.4925 -5.4085
H1 4.9636 0.6075 2.2751
H2 5.4584 0.9978 0.6318
H3 4.8001 2.2917 1.7480
H4 4.5542 -0.6032 -1.0955
H5 4.3960 -1.2535 0.6062
H6 2.5679 -2.7088 -0.0310
H7 3.7529 -2.7500 -1.3554
H8 2.4012 -0.6518 -2.2913
H9 2.0255 -2.3126 -2.7368
H10 0.3631 -0.3752 -1.0466
H11 0.5175 -1.9972 -0.3836
H12 0.0052 -2.3533 -3.1872
H13 -0.9597 -2.9720 -1.8776
H14 -2.1942 -1.5852 -3.5503
H15 -3.6818 -1.0247 -2.0290
H16 -1.7529 -0.8667 0.3083
H17 -2.3206 -2.4663 -0.3532
H18 -3.7634 -0.6809 1.4707
H19 -4.6071 -0.7950 -0.0857
H20 -4.4180 -3.3603 -0.0311
H21 -5.5067 -2.5988 1.1127
H22 -2.8786 -2.4092 2.8257
H23 -3.3646 1.0169 -0.4042
H24 -0.9945 1.0037 -0.5058
H25 -1.2611 2.2792 -3.1671
H26 1.3169 1.0824 -2.2312
H27 0.7802 2.5587 -1.4231
H28 0.1352 -0.1645 -3.6172
C21 3.9417 4.9542 3.7879
Br2 5.6988 4.2433 3.4199
Br3 4.0336 6.6020 4.7841
Br4 2.8997 5.1450 2.1724
H29 3.4298 4.2323 4.4125
C22 2.3268 0.0039 5.3073
Br5 0.9942 1.2790 4.7406
Br6 2.3395 -1.5641 4.1793
Br7 4.0759 0.7983 5.4308
H30 2.0516 -0.3230 6.3010
C23 3.3901 -2.9014 -5.6882
Br8 4.4228 -1.7404 -6.8233
Br9 4.2214 -3.0875 -3.9491
Br10 1.5478 -2.3256 -5.5755
H31 3.3835 -3.8814 -6.1468
C24 -2.2548 -1.8141 5.9858
Br11 -3.3725 -1.6382 7.5475
Br12 -2.2900 -3.6025 5.2567
Br13 -2.6989 -0.4922 4.6422
H32 -1.2372 -1.6219 6.3020
C25 -4.9037 -3.7683 -3.7515
Br14 -4.3302 -2.0442 -4.4117
Br15 -5.5221 -4.9089 -5.1752
Br16 -3.5208 -4.6162 -2.6998
H33 -5.7441 -3.5947 -3.0921
C26 1.4355 6.1843 8.5053
Br17 1.2593 4.6863 7.2965
Br18 3.2826 6.5478 8.9322
Br19 0.5335 7.7523 7.8328
H34 0.9452 5.9053 9.4279
C27 -7.5469 -1.8343 7.9584
Br20 -6.6593 -2.0628 9.6589
Br21 -7.5989 0.0188 7.4224
Br22 -6.7653 -2.9485 6.5893
H35 -8.5704 -2.1589 8.0872
C28 -6.7014 3.7165 5.0617
Br23 -8.5911 3.3286 5.1122
Br24 -6.1188 4.6557 6.6426
Br25 -5.6580 2.1184 4.7596
H36 -6.5322 4.3732 4.2194
C29 5.0744 1.8239 -8.6097
Br26 3.1785 1.4597 -8.5914
Br27 5.6641 2.6339 -6.9578
Br28 6.1076 0.2467 -9.0246
H37 5.2518 2.5413 -9.3993
C30 9.1769 0.6420 -5.6298
Br29 10.1141 0.9232 -7.2930
Br30 7.6370 -0.4977 -5.8663
Br31 10.3503 -0.0173 -4.2453
H38 8.8110 1.6065 -5.3041
C31 0.3989 -2.5632 8.9103
Br32 1.2981 -2.7837 10.6008
Br33 0.3300 -0.7063 8.3757
Br34 1.1673 -3.6731 7.5299
H39 -0.6241 -2.8912 9.0472
C32 6.5542 -5.7077 -1.1907
Br35 5.2722 -6.2882 0.1310
Br36 6.5005 -3.7915 -1.4368
Br37 8.3351 -6.3218 -0.7833
H40 6.2677 -6.1565 -2.1324
C33 -6.9547 2.2405 -6.0650
Br38 -5.7561 3.4217 -7.0097
Br39 -6.3688 1.9361 -4.2433
Br40 -8.7751 2.8693 -6.1155
H41 -6.9305 1.2863 -6.5745

Atom charges from the Mulliken analysis, given in e for atoms 1 to 2: number 1, C, carries -0.43; number 2, C, carries 0.27

=====

The following is a quantum chemistry calculation of an isolated molecule of C3H4ClNO2 at a distorted geometry, from the Open Molecules 2025 dataset.

Calculated total energy   -782.09585 Eh
Maximum force   4.35 eV/Å
Multiplicity   1
Frontier orbital gap   10.8923 eV
SMILES string   CC(=O)N(Cl)C=O
Energy relative to the best compared isomer or geometry (same formula, charge and spin)   37.1 kcal/mol

CARTESIAN COORDINATES (ANGSTROEM)
C1 -1.3845 -0.5566 0.0430
C2 0.0794 -0.9062 -0.0553
O1 0.3881 -2.0632 0.1094
N1 1.0621 0.0830 -0.2167
Cl1 2.7292 -0.3690 0.0128
C3 0.8362 1.4817 -0.0802
O2 1.6398 2.2739 0.2258
H1 -1.7668 -0.9140 -0.8166
H2 -1.7863 -1.2704 0.9256
H3 -1.6429 0.5018 0.1791
H4 -0.1543 1.7390 -0.3270

Atom charges from the Mulliken analysis, given in e for atoms 1 to 2: number 1, C, carries -0.89; number 2, C, carries 0.61

=====

The following is a quantum chemistry calculation of an isolated molecule of C3H4N4O at a distorted geometry, from the Open Molecules 2025 dataset.

Calculated total energy   -410.85144 Eh
Maximum force   5.70 eV/Å
Multiplicity   1
Frontier orbital gap   8.6483 eV
SMILES string   [H]/N=C1/C(=N\[H])N=CN1O
Energy relative to the best compared isomer or geometry (same formula, charge and spin)   95.3 kcal/mol

CARTESIAN COORDINATES (ANGSTROEM)
H1 -1.4438 -0.0906 1.8269
N1 -1.4801 0.5174 0.9682
C1 -0.6091 0.0574 0.1494
C2 -0.4604 0.6969 -1.1187
N2 -0.9056 1.6797 -1.7704
H2 -1.5288 2.1979 -1.1826
N3 0.6331 0.0179 -1.7333
C3 1.2067 -0.6705 -0.7302
N4 0.5441 -0.6465 0.4109
O1 0.7826 -1.5687 1.5095
H3 2.2045 -1.2349 -0.6433
H4 1.0568 -0.9559 2.3135

Atom charges from the Mulliken analysis, given in e for atoms 1 to 2: number 1, H, carries 0.25; number 2, N, carries -0.61

=====

The following is a quantum chemistry calculation of a cluster of 2 separate species, C24H34P in total at a distorted geometry, from the Open Molecules 2025 dataset.

Calculated total energy   -1275.96716 Eh
Maximum force   1.53 eV/Å
Charge   +1
Multiplicity   1
Frontier orbital gap   5.5482 eV

CARTESIAN COORDINATES (ANGSTROEM)
C1 0.1701 0.2820 2.0001
C2 -1.3389 0.5311 2.0363
C3 -1.9733 -0.2677 3.1739
P1 -2.1017 0.1981 0.3555
C4 -1.0116 1.3928 -0.6253
C5 -0.9506 2.7655 0.0451
C6 -1.4878 1.5055 -2.0717
C7 -1.1567 -1.3874 -0.1832
C8 -1.6936 -1.8296 -1.5472
C9 -1.2515 -2.4965 0.8759
H1 0.6003 0.5197 2.9879
H2 0.3568 -0.7703 1.7890
H3 0.6952 0.8753 1.2484
H4 -1.5395 1.5908 2.2461
H5 -1.5210 0.0426 4.1295
H6 -3.0535 -0.1014 3.2506
H7 -1.8036 -1.3437 3.0631
H8 0.0052 0.9585 -0.6440
H9 -0.4791 3.4883 -0.6307
H10 -1.9477 3.1400 0.2949
H11 -0.3631 2.7488 0.9678
H12 -0.8813 2.2508 -2.6023
H13 -1.3841 0.5691 -2.6234
H14 -2.5334 1.8233 -2.1359
H15 -0.0903 -1.1147 -0.3095
H16 -1.3070 -2.8249 -1.8065
H17 -2.7904 -1.8738 -1.5700
H18 -1.3689 -1.1568 -2.3480
H19 -0.8721 -3.4401 0.4480
H20 -0.6466 -2.2941 1.7647
H21 -2.2856 -2.6676 1.1987
C10 -6.8547 -0.3619 1.7896
C11 -7.9242 -1.1257 2.3699
C12 -7.7905 -1.6726 3.6832
C13 -8.7484 -2.5351 4.1959
C14 -9.8948 -2.8439 3.4418
C15 -10.0659 -2.2924 2.1592
C16 -9.0937 -1.4406 1.6354
C17 -6.9112 0.2156 0.5247
C18 -5.8323 0.6826 -0.2226
C19 -6.0853 1.3479 -1.4726
C20 -5.1088 1.3481 -2.5228
C21 -5.4018 1.9091 -3.7666
C22 -6.6723 2.4357 -4.0287
C23 -7.6458 2.4560 -3.0173
C24 -7.3502 1.9596 -1.7574
H22 -5.9549 -0.2121 2.3956
H23 -6.8936 -1.4112 4.2404
H24 -8.5948 -2.9628 5.1849
H25 -10.6304 -3.5426 3.8553
H26 -10.9576 -2.5485 1.5822
H27 -9.2391 -1.0491 0.6197
H28 -7.8995 0.3260 0.0637
H29 -4.8085 0.4676 0.0963
H30 -4.1597 0.8381 -2.3229
H31 -4.6209 1.8991 -4.5440
H32 -6.8995 2.8250 -5.0060
H33 -8.6458 2.8460 -3.2290
H34 -8.1053 2.0353 -0.9651

Atom charges from the Mulliken analysis, given in e for atoms 1 to 2: number 1, C, carries -1.58; number 2, C, carries 0.57

=====

The following is a quantum chemistry calculation of an isolated molecule of C21H31N3OS at a distorted geometry, from the Open Molecules 2025 dataset.

Calculated total energy   -1455.89597 Eh
Maximum force   15.42 eV/Å
Multiplicity   1
Frontier orbital gap   7.8539 eV
SMILES string   Cc1ccc(CN2CCN(Cc3nc(C(C)C)cs3)C[C@H]2CCO)cc1
Energy relative to the best compared isomer or geometry (same formula, charge and spin)   422.8 kcal/mol

CARTESIAN COORDINATES (ANGSTROEM)
C1 -5.8529 -2.7578 -1.1745
C2 -4.7954 -1.8763 -0.8972
C3 -4.9112 -0.6049 -1.0965
C4 -3.7637 0.3483 -0.7464
C5 -2.5128 -0.0827 -0.3086
C6 -1.4787 0.8041 0.2437
N1 -0.9232 1.2758 -0.7747
C7 -0.2014 0.4001 -1.8568
C8 1.1574 0.2144 -1.6320
N2 1.8724 1.2319 -1.1971
C9 3.2717 0.8476 -1.0382
C10 3.6768 0.4064 0.3391
N3 3.1696 -0.7729 0.5946
C11 3.5164 -1.3040 1.8403
C12 3.1410 -2.4575 2.3577
C13 4.1620 -3.4216 3.1305
C14 1.9909 -2.4057 3.5288
C15 4.2951 -0.2597 2.4089
S1 4.4371 1.1371 1.5448
C16 1.4136 2.0653 -0.3089
C17 -0.0658 2.7421 -0.6204
C18 0.0183 3.6558 -1.6880
C19 -1.3228 4.0744 -2.1532
O1 -2.1982 3.1356 -2.4445
C20 -2.4171 -1.4371 0.1458
C21 -3.4405 -2.2003 -0.1242
H1 -6.1893 -2.5126 -2.2394
H2 -6.7787 -2.5849 -0.4107
H3 -5.4472 -3.8234 -1.1772
H4 -5.7143 0.0042 -1.4938
H5 -3.9788 1.3003 -0.9923
H6 -0.7033 0.1420 0.8049
H7 -1.8675 1.4750 0.9225
H8 -0.9642 -0.4665 -2.0146
H9 -0.1679 1.0046 -2.6991
H10 1.4754 -0.3654 -2.3006
H11 0.9775 -0.3687 -0.6262
H12 3.7591 0.2678 -1.8889
H13 3.7537 2.0072 -1.2077
H14 2.8094 -2.9593 1.4923
H15 4.6297 -2.8145 3.7592
H16 3.8526 -4.1484 3.5662
H17 5.0882 -3.4000 2.3733
H18 2.1564 -1.6030 4.2889
H19 1.6255 -3.2576 3.9799
H20 1.2038 -1.7618 2.9195
H21 4.6496 -0.1353 3.4535
H22 2.0415 3.0673 0.0609
H23 1.3450 1.7269 0.6768
H24 -0.5644 3.0714 0.2538
H25 0.3356 2.9840 -2.6690
H26 0.6163 4.4201 -1.3256
H27 -1.3091 4.9512 -2.6426
H28 -1.8143 4.2747 -1.3110
H29 -2.1953 2.2821 -2.0060
H30 -1.5089 -2.0120 0.5271
H31 -3.3547 -3.5236 -0.1475

Atom charges from the Mulliken analysis, given in e for atoms 1 to 2: number 1, C, carries -1.18; number 2, C, carries 0.74

=====

The following is a quantum chemistry calculation of a cluster of 2 separate species, C4H4FNS in total at a distorted geometry, from the Open Molecules 2025 dataset.

Calculated total energy   -707.42388 Eh
Maximum force   3.95 eV/Å
Multiplicity   1
Frontier orbital gap (alpha / beta)   7.7063 / 7.6710 eV
SMILES string   FC#[N+][S-].C#CC
Energy relative to the best compared isomer or geometry (same formula, charge and spin)   113.6 kcal/mol

CARTESIAN COORDINATES (ANGSTROEM)
F1 -2.6929 -2.1702 -1.0626
C1 -2.0428 -1.0033 -1.0380
N1 -2.1006 0.0406 -0.4935
S1 -1.8779 1.5382 -0.1244
C2 1.0036 -0.8344 -0.8243
C3 1.3024 -0.1306 0.0798
C4 1.4288 0.9072 1.0556
H1 0.6041 -1.6242 -1.5095
H2 2.5332 0.8981 1.4211
H3 1.0156 1.7883 0.5467
H4 0.8264 0.5903 1.9491

Atom charges from the Mulliken analysis, given in e for atoms 1 to 2: number 1, F, carries -0.16; number 2, C, carries 0.26